i:
{"formula": "C5H14N2O", "method": "ωB97M-V/def2-TZVPD", "elements": ["C", "C", "C", "C", "N", "C", "N", "H", "H", "H", "H", "H", "H", "H", "H", "H", "H", "H", "H", "O", "H", "H"], "positions_angstrom": [[0.70, 2.56, -1.63], [0.87, 1.35, -0.66], [-0.37, 1.32, 0.20], [-0.41, 0.13, 1.18], [-0.41, -1.11, 0.40], [-0.73, -2.20, 0.99], [-0.73, -2.34, 2.36], [1.46, 2.61, -2.43], [0.37, 3.49, -1.10], [-0.14, 2.38, -2.33], [1.83, 1.53, -0.16], [0.99, 0.48, -1.32], [-0.51, 2.25, 0.76], [-1.24, 1.19, -0.45], [0.41, 0.15, 1.91], [-1.37, 0.25, 1.71], [-0.81, -3.09, 0.37], [-1.04, -3.21, 2.77], [-1.09, -1.55, 2.88], [1.04, -2.30, -1.62], [0.85, -2.20, -2.56], [0.34, -1.72, -1.26]], "mulliken_charge": [-1.3430, 0.1055, -0.7951, -0.9368, -0.3370, -0.0769, -0.4387, 0.3822, 0.3253, 0.3301, 0.2336, 0.0085, 0.3975, 0.2943, 0.4521, 0.4698, 0.3658, 0.2424, 0.2214, -0.6551, 0.3424, 0.4117], "molar_mass_g_mol": 118.18, "lumo_ha": 0.03142, "orbital_gap_ev": 10.29, "spin_multiplicity": 1, "e_homo_ev": -9.44, "smiles": "CCCC/N=C\\N.O"}



ii:
{"formula": "C5H14N2O", "method": "ωB97M-V/def2-TZVPD", "elements": ["C", "N", "C", "C", "C", "N", "C", "O", "H", "H", "H", "H", "H", "H", "H", "H", "H", "H", "H", "H", "H", "H"], "positions_angstrom": [[-0.58, -1.35, 0.38], [0.35, -1.50, -0.62], [-1.10, 0.18, 0.71], [-1.67, 0.84, -0.67], [-0.58, 1.40, -1.57], [-2.16, 0.07, 1.51], [2.90, -0.35, 0.87], [1.90, 0.30, 0.22], [-0.15, -1.68, 1.33], [-1.47, -1.94, 0.22], [-0.10, -1.57, -1.53], [1.09, -0.71, -0.52], [-0.32, 0.83, 1.10], [-2.24, 0.07, -1.17], [-2.38, 1.59, -0.37], [-0.28, 0.67, -2.31], [0.34, 1.71, -1.04], [-0.99, 2.29, -2.05], [-2.10, 0.78, 2.26], [3.77, -0.52, 0.23], [3.21, 0.19, 1.78], [2.58, -1.32, 1.23]], "mulliken_charge": [-0.9929, -0.3976, 0.4421, -0.6512, -0.9237, -0.5764, -0.7627, -0.6720, 0.3035, 0.4954, 0.2913, 0.3600, 0.4633, 0.2995, 0.4199, 0.3016, 0.2253, 0.3298, 0.3192, 0.2296, 0.2428, 0.2532], "molar_mass_g_mol": 118.18, "lumo_ha": -0.11511, "orbital_gap_ev": 4.41, "spin_multiplicity": 1, "e_homo_ev": -7.55}



iii:
{"formula": "C5H14N2O", "method": "ωB97M-V/def2-TZVPD", "elements": ["C", "C", "N", "H", "H", "H", "C", "N", "C", "H", "H", "H", "H", "H", "H", "H", "C", "O", "H", "H", "H", "H"], "positions_angstrom": [[3.35, 0.05, -0.38], [2.05, -0.31, 0.20], [1.50, -0.60, 1.21], [3.29, 1.08, -0.75], [3.56, -0.60, -1.24], [4.15, -0.01, 0.35], [-2.28, 0.20, 1.41], [-1.16, -0.47, 0.81], [-1.54, -1.59, -0.01], [-2.91, 0.64, 0.62], [-1.93, 1.03, 2.04], [-2.91, -0.46, 2.02], [-0.04, -0.49, 1.23], [-0.64, -2.12, -0.33], [-2.10, -1.26, -0.90], [-2.15, -2.32, 0.54], [0.03, 1.12, -1.49], [-0.24, 2.04, -0.51], [0.61, 1.58, -2.28], [-0.87, 0.59, -1.82], [0.94, 0.33, -0.96], [-0.69, 1.56, 0.22]], "mulliken_charge": [-1.1218, 0.6531, -0.5985, 0.3222, 0.3088, 0.3354, -1.0228, -0.0328, -1.0754, 0.3336, 0.3235, 0.3027, 0.3621, 0.2414, 0.3174, 0.3401, -0.0149, -0.5273, 0.2980, 0.1750, -0.2606, 0.3407], "molar_mass_g_mol": 118.18, "lumo_ha": 0.00673, "orbital_gap_ev": 7.97, "spin_multiplicity": 1, "e_homo_ev": -7.78, "smiles": "CC#N.CNC.CO"}



iv:
{"formula": "C5H14N2O", "method": "ωB97M-V/def2-TZVPD", "elements": ["H", "N", "C", "C", "H", "H", "H", "H", "C", "C", "C", "O", "N", "H", "H", "H", "H", "H", "H", "H", "H", "H"], "positions_angstrom": [[2.85, 0.39, 2.05], [2.20, 0.45, 1.27], [2.47, 1.31, 0.39], [1.63, 1.55, -0.80], [3.30, 2.03, 0.52], [2.25, 1.52, -1.70], [1.17, 2.54, -0.74], [0.86, 0.79, -0.90], [-1.72, 0.07, 1.04], [-1.50, -0.91, -0.10], [-2.12, -0.45, -1.41], [-0.07, -1.19, -0.38], [0.53, -1.97, 0.65], [-1.39, 1.07, 0.75], [-1.18, -0.26, 1.92], [-2.78, 0.13, 1.27], [-1.93, -1.88, 0.19], [-1.92, -1.17, -2.20], [-3.20, -0.36, -1.30], [-1.70, 0.51, -1.70], [1.30, -1.40, 1.01], [0.95, -2.77, 0.18]], "mulliken_charge": [0.1739, -0.4632, -0.0530, -0.6029, 0.3422, 0.3508, 0.2830, -0.0606, -1.3171, 0.5764, -1.3724, -0.2252, -0.6620, 0.2566, 0.3740, 0.4163, 0.4090, 0.3298, 0.4010, 0.2926, 0.3236, 0.2273], "molar_mass_g_mol": 118.18, "lumo_ha": 0.03898, "orbital_gap_ev": 10.16, "spin_multiplicity": 1, "e_homo_ev": -9.10, "smiles": "[H]/N=C/C.CC(C)ON"}



Going by the energies, i is most stable and the next is 37.8 kcal/mol up.



i:
{"formula": "C5H14N2O", "method": "ωB97M-V/def2-TZVPD", "elements": ["H", "N", "C", "N", "C", "C", "H", "H", "H", "H", "H", "H", "H", "C", "C", "O", "H", "H", "H", "H", "H", "H"], "positions_angstrom": [[-2.42, -0.37, -0.70], [-1.94, -0.97, -0.05], [-0.68, -1.14, -0.32], [0.02, -0.62, -1.40], [-0.64, -0.24, -2.63], [1.43, -0.87, -1.54], [-0.20, -2.01, 0.13], [-0.35, -0.89, -3.46], [-1.73, -0.28, -2.57], [-0.36, 0.79, -2.89], [1.63, -1.69, -2.25], [1.93, 0.05, -1.90], [1.87, -1.14, -0.57], [0.38, 1.64, 2.91], [-0.14, 1.06, 1.61], [0.49, -0.39, 1.45], [0.12, 2.69, 2.96], [-0.04, 1.13, 3.76], [1.47, 1.56, 2.97], [0.27, 1.57, 0.73], [-1.23, 1.02, 1.57], [0.11, -0.90, 2.18]], "mulliken_charge": [0.1881, -0.7961, 0.2564, 0.1417, -1.0758, -1.0933, 0.4332, 0.2835, 0.3780, 0.2921, 0.3516, 0.3106, 0.3409, -1.1687, -0.2265, -0.5375, 0.3710, 0.3416, 0.2970, 0.2648, 0.3474, 0.3001], "molar_mass_g_mol": 118.18, "lumo_ha": 0.03360, "orbital_gap_ev": 9.16, "spin_multiplicity": 1, "e_homo_ev": -8.24, "smiles": "[H]/N=C\\N(C)C.CCO"}



ii:
{"formula": "C5H14N2O", "method": "ωB97M-V/def2-TZVPD", "elements": ["C", "C", "C", "C", "N", "O", "H", "H", "H", "H", "H", "H", "H", "H", "H", "C", "N", "H", "H", "H", "H", "H"], "positions_angstrom": [[-0.60, -0.65, 1.70], [-0.55, -0.84, -1.41], [-0.75, 0.44, 0.65], [-1.32, 0.10, -0.61], [-2.14, 0.99, -1.24], [-1.37, 1.60, 1.20], [-0.83, 1.94, 1.92], [-2.48, 1.77, -0.69], [-2.41, 0.85, -2.20], [-1.56, -0.86, 2.18], [-0.19, -1.56, 1.27], [0.11, -0.32, 2.47], [-0.97, -1.04, -2.40], [0.50, -0.34, -1.43], [-0.35, -1.80, -0.92], [2.07, 0.46, -0.34], [2.67, -0.79, 0.09], [2.32, -1.58, -0.45], [2.47, -0.99, 1.06], [2.44, 1.26, 0.29], [2.40, 0.70, -1.35], [0.53, 0.66, 0.24]], "mulliken_charge": [-1.4517, -0.9759, 1.2589, 0.1880, -0.4032, -0.6222, 0.3567, 0.2056, 0.1929, 0.3715, 0.3032, 0.3252, 0.3760, 0.1509, 0.2313, -1.2121, -0.5025, 0.2378, 0.2551, 0.3327, 0.3056, 0.0760], "molar_mass_g_mol": 118.18, "lumo_ha": [0.02536, 0.02536], "orbital_gap_ev": [6.63, 6.63], "spin_multiplicity": 1, "e_homo_ev": [-5.94, -5.94]}



iii:
{"formula": "C5H14N2O", "method": "ωB97M-V/def2-TZVPD", "elements": ["C", "N", "C", "C", "C", "C", "N", "H", "H", "H", "H", "H", "H", "H", "H", "H", "H", "H", "H", "O", "H", "H"], "positions_angstrom": [[-1.03, 2.36, 1.81], [-0.64, 2.45, 0.43], [-0.95, 1.34, -0.37], [-0.23, 0.85, -1.37], [-0.65, -0.38, -2.10], [0.21, -1.60, -1.73], [0.32, -1.92, -0.33], [-2.09, 2.15, 1.94], [-0.55, 1.55, 2.38], [-0.94, 3.31, 2.28], [0.29, 2.80, 0.33], [-1.90, 0.92, -0.04], [0.73, 1.30, -1.60], [-0.58, -0.26, -3.17], [-1.72, -0.56, -1.98], [-0.22, -2.49, -2.20], [1.19, -1.50, -2.18], [-0.58, -1.81, 0.14], [0.92, -1.26, 0.15], [3.00, -2.56, 2.19], [2.33, -2.97, 2.76], [3.09, -1.70, 2.63]], "mulliken_charge": [-0.9774, -0.2995, -0.1258, -0.3274, -0.6490, -0.7076, -0.5732, 0.3290, 0.2941, 0.3594, 0.2424, 0.2669, 0.2839, 0.3625, 0.3370, 0.3102, 0.3656, 0.2351, 0.2825, -0.6384, 0.3177, 0.3119], "molar_mass_g_mol": 118.18, "lumo_ha": 0.02451, "orbital_gap_ev": 8.65, "spin_multiplicity": 1, "e_homo_ev": -7.99, "smiles": "CN/C=C/CCN.O"}



iv:
{"formula": "C5H14N2O", "method": "ωB97M-V/def2-TZVPD", "elements": ["C", "C", "C", "C", "N", "N", "C", "H", "H", "H", "H", "H", "H", "H", "H", "H", "H", "H", "H", "O", "H", "H"], "positions_angstrom": [[2.20, 0.04, -1.09], [0.87, 0.07, -0.86], [0.06, -1.21, -0.71], [-0.77, -1.08, 0.56], [-1.61, -2.29, 0.59], [0.26, 1.30, -0.60], [-1.01, 1.46, -1.33], [2.69, -0.92, -1.23], [2.62, 1.00, -1.41], [0.54, -2.21, -0.67], [-0.57, -1.26, -1.62], [-0.07, -1.11, 1.45], [-1.45, -0.22, 0.69], [-1.30, -3.01, 1.22], [-2.59, -2.17, 0.81], [0.84, 2.06, -0.34], [-1.04, 2.42, -1.86], [-1.88, 1.45, -0.65], [-1.28, 0.78, -2.09], [0.50, 1.55, 2.71], [0.03, 0.78, 3.07], [0.63, 1.25, 1.80]], "mulliken_charge": [-1.2046, 0.6903, -0.7567, -0.0201, -0.6343, -0.1473, -1.1429, 0.3226, 0.2783, 0.3538, 0.2269, 0.1255, 0.1798, 0.2182, 0.2024, 0.3060, 0.3686, 0.3116, 0.3504, -0.6883, 0.3183, 0.3415], "molar_mass_g_mol": 118.18, "lumo_ha": 0.02914, "orbital_gap_ev": 9.00, "spin_multiplicity": 1, "e_homo_ev": -8.21, "smiles": "C=C(CCN)NC.O"}



Going by the energies, iii is most stable and the next is 13.4 kcal/mol up.



i:
{"formula": "C5H14N2O", "method": "ωB97M-V/def2-TZVPD", "elements": ["C", "N", "C", "N", "C", "C", "C", "O", "H", "H", "H", "H", "H", "H", "H", "H", "H", "H", "H", "H", "H", "H"], "positions_angstrom": [[2.31, -0.51, 0.59], [1.26, 0.31, -0.03], [1.88, 1.33, -0.94], [0.25, -0.47, -0.56], [-1.37, 0.05, 0.13], [-1.36, -1.14, 1.11], [-2.44, 0.09, -0.94], [-1.11, 1.24, 0.79], [2.87, -0.98, -0.26], [2.74, 0.23, 1.30], [1.72, -1.39, 1.01], [2.55, 0.75, -1.50], [1.01, 1.72, -1.49], [2.33, 2.01, -0.15], [0.17, -0.49, -1.59], [-1.68, -2.10, 0.73], [-2.02, -0.78, 1.88], [-0.41, -1.24, 1.59], [-2.09, -0.31, -1.86], [-2.78, 1.09, -1.07], [-3.28, -0.44, -0.35], [-0.55, 1.02, 1.61]], "mulliken_charge": [-0.8903, 0.2805, -1.0152, -0.6909, 1.1445, -1.5839, -1.3454, -0.5754, 0.2922, 0.3025, 0.3062, 0.3153, 0.3570, 0.2787, 0.2596, 0.3310, 0.4803, 0.4216, 0.3218, 0.3521, 0.3022, 0.3554], "molar_mass_g_mol": 118.18, "lumo_ha": 0.03284, "orbital_gap_ev": 8.60, "spin_multiplicity": 1, "e_homo_ev": -7.71, "smiles": "CN(C)NC(C)(C)O"}



ii:
{"formula": "C5H14N2O", "method": "ωB97M-V/def2-TZVPD", "elements": ["C", "C", "O", "C", "C", "N", "H", "H", "H", "H", "H", "H", "H", "H", "H", "H", "H", "C", "N", "H", "H", "H"], "positions_angstrom": [[-1.97, 1.39, -0.76], [-0.67, 1.28, 0.04], [0.41, 1.90, -0.64], [-0.30, -0.18, 0.35], [-1.37, -0.91, 1.15], [-0.02, -0.88, -0.89], [-2.82, 1.12, -0.14], [-2.10, 2.41, -1.11], [-1.93, 0.72, -1.61], [-0.77, 1.83, 0.98], [0.38, 1.60, -1.56], [0.66, -0.16, 0.97], [-0.99, -1.86, 1.51], [-1.67, -0.32, 2.01], [-2.25, -1.10, 0.54], [0.90, -0.63, -1.24], [0.09, -1.88, -0.68], [2.89, -1.21, 0.01], [2.59, -0.50, 1.00], [3.32, -0.84, -0.93], [2.86, -2.29, 0.13], [2.75, 0.50, 0.88]], "mulliken_charge": [-1.4301, -0.0473, -0.5868, 1.0489, -1.8064, -0.6966, 0.3508, 0.3969, 0.3553, 0.4011, 0.3775, -0.0036, 0.4691, 0.3606, 0.4388, 0.1736, 0.2927, -0.4484, -0.5612, 0.3460, 0.3282, 0.2407], "molar_mass_g_mol": 118.18, "lumo_ha": 0.03253, "orbital_gap_ev": 10.10, "spin_multiplicity": 1, "e_homo_ev": -9.22, "smiles": "C[C@H](O)[C@@H](C)N.C=N"}



Going by the energies, ii is most stable and the next is 59.6 kcal/mol up.



i:
{"formula": "C5H8N2", "method": "ωB97M-V/def2-TZVPD", "elements": ["N", "C", "C", "N", "C", "C", "C", "H", "H", "H", "H", "H", "H", "H", "H"], "positions_angstrom": [[1.89, 0.35, -0.51], [1.13, -0.30, 0.42], [0.37, 0.34, 1.52], [1.29, 0.36, 2.34], [-0.78, -0.82, -0.68], [-1.40, 0.51, -0.94], [-1.78, -0.49, 0.10], [2.85, 0.07, -0.58], [1.73, 1.35, -0.61], [1.32, -1.37, 0.51], [-0.30, -1.62, -1.21], [-0.89, 1.44, -0.66], [-2.04, 0.60, -1.82], [-2.61, -0.86, 0.67], [-0.77, 0.43, 1.47]], "mulliken_charge": [-0.3620, -0.3174, 0.2182, -0.6017, -0.2448, -0.4058, -0.6115, 0.2141, 0.2335, 0.4272, 0.4532, 0.1310, 0.2348, 0.4433, 0.1877], "molar_mass_g_mol": 96.13, "lumo_ha": [0.02479, 0.02474], "orbital_gap_ev": [8.66, 8.66], "spin_multiplicity": 1, "e_homo_ev": [-7.98, -7.99]}



ii:
{"formula": "C5H8N2", "method": "ωB97M-V/def2-TZVPD", "elements": ["C", "C", "C", "C", "N", "C", "N", "H", "H", "H", "H", "H", "H", "H", "H"], "positions_angstrom": [[-1.06, 0.86, 0.90], [0.11, -0.61, -1.60], [1.45, -0.33, -0.88], [1.88, 1.06, -0.71], [2.28, 2.12, -0.51], [-0.99, -0.65, 0.68], [-0.85, -0.91, -0.77], [-1.15, 1.09, 1.96], [-0.17, 1.36, 0.52], [-1.92, 1.26, 0.37], [2.18, -0.79, -1.55], [1.56, -0.82, 0.10], [-1.91, -1.13, 1.02], [-0.16, -1.11, 1.23], [-1.72, -1.20, -1.21]], "mulliken_charge": [-0.8391, -0.4602, -0.1297, 0.2636, -0.4471, -0.5744, -0.0307, 0.3180, 0.1852, 0.2808, 0.3168, 0.2170, 0.3792, 0.2661, 0.2545], "molar_mass_g_mol": 96.13, "lumo_ha": 0.02652, "orbital_gap_ev": 9.31, "spin_multiplicity": 1, "e_homo_ev": -8.59}



Going by the energies, ii is most stable and the next is 82.5 kcal/mol up.